96
Properties=species:S:1:pos:R:3 method="wB97M-V/def2-TZVPD" multiplicity=4 largest_force_ha_per_bohr=0.06484 homo_ev="-1.03 / -2.50" de_lowest_ev=0.0000 homo_lumo_gap_ev="4.7 / 6.2" lumo_energy_ev="3.72 / 3.72" total_charge=-2
C 1.6328 -0.9899 1.1750
C 0.2116 1.5123 -2.7373
H -6.1424 3.1720 -2.2502
H 0.5735 5.8339 -0.5666
C 0.5589 1.7667 -4.1662
O -1.5336 1.5283 1.5666
H -3.0535 -1.3142 2.5458
Br 3.8402 1.4554 -6.8002
H 4.0890 -5.4590 -4.6309
C 0.0259 -0.8453 5.7173
P 0.8678 -2.1789 -1.1772
C -3.0095 -4.6895 -0.7327
H 0.5449 1.1668 6.3129
C -3.4041 5.0895 -1.9722
H 1.3835 2.6877 -7.8615
C -2.0289 -1.7021 2.5984
H 1.6491 -0.0542 3.1018
C -4.2899 2.5104 -1.4534
C -2.1704 1.0263 2.5729
C 0.6971 3.8497 0.1083
C -0.5617 -4.5543 -0.6325
C 2.0409 -3.3499 1.1731
H 1.5451 -2.2697 6.1035
O -2.8654 -0.7291 -2.2246
H -2.9943 6.0583 -2.2435
O -0.9856 1.8245 -2.3093
C -0.6656 -3.1787 -0.8621
H 0.2262 -3.9705 -3.3707
H 2.6420 1.2382 -3.9689
C 2.2361 -2.1150 3.2019
C 1.4512 2.9190 0.8020
H -3.8424 -5.3084 -0.4375
C 2.6124 3.3438 1.3333
C 1.6186 -2.2065 0.5025
C -1.2908 -0.9890 3.7112
C 2.0602 -4.8150 -4.1461
C 3.1090 4.6308 1.2762
H 2.7233 -4.2386 2.9546
H -5.3490 5.4612 -2.7078
H 1.5835 -0.8643 7.2342
H 1.1981 -0.1338 0.6273
N -0.1540 2.3298 -6.4113
C -1.7515 -5.3188 -0.5969
C 2.4153 5.5458 0.5206
C -3.0793 -3.3145 -0.8884
H 0.6276 2.8748 4.7470
C 1.8627 -0.9656 2.5488
C -4.7203 4.7504 -2.2238
H -1.0053 3.2575 5.0880
H -0.5492 -2.7176 4.7044
C -2.9616 2.8368 -1.0734
C -0.5706 1.1674 4.5589
C 0.0240 0.5332 5.6259
H -4.6821 1.5275 -1.2776
O 1.0672 1.0271 -2.0053
H 4.0488 4.9049 1.7039
H 3.1214 2.5718 1.9465
C -0.3924 2.6404 4.3995
C 2.3531 -3.3174 2.5024
H -4.0429 -2.8059 -1.0999
H -0.4525 2.9420 3.3177
N -0.6323 3.6465 -0.3655
C -2.1582 -1.0444 -1.2641
C 1.8840 1.6130 -4.6462
H -1.9329 -2.7397 2.8895
H -1.6396 -6.4109 -0.3682
O -3.3855 0.8937 2.8489
C -5.1397 3.4305 -1.9881
H 2.7719 6.5706 0.2609
C -0.3896 2.0747 -5.1515
H 1.5682 -5.2996 -4.9899
C 1.2496 5.1708 -0.0708
C -2.5254 4.1620 -1.3835
H 5.0794 -4.3807 -2.7198
C 2.1664 1.8799 -5.9794
C 0.8953 -1.5762 6.7219
H -1.5284 -1.6917 1.6360
C 3.2626 -3.4789 -2.0067
H 2.0880 -4.2984 0.6486
H 0.3945 -5.0137 -0.5912
H -1.4236 2.2185 -4.8053
C -1.9338 -2.5392 -0.9998
N -1.2430 4.6332 -1.0674
O -1.5328 -0.2184 -0.4524
C 1.1823 2.2841 -6.8465
C -1.2495 0.4177 3.6462
C 1.8948 -3.3940 -2.1763
C 1.3115 -4.0815 -3.2594
V -1.3857 1.8000 -0.3226
H 3.7789 -3.0087 -1.1702
H 0.2737 -2.1744 7.3941
C -0.6458 -1.6283 4.7589
H 2.2567 -2.0967 4.2811
H 1.1485 1.8784 0.9433
C 4.0145 -4.2371 -2.8882
C 3.4332 -4.9493 -3.9707

=====

6
Properties=species:S:1:pos:R:3 method="wB97M-V/def2-TZVPD" smiles=O.O largest_force_ha_per_bohr=0.05521 homo_ev=-11.09 de_lowest_ev=0.3848 homo_lumo_gap_ev=11.9 lumo_energy_ev=0.82 total_charge=0
H -1.3499 -0.8003 0.4820
O -1.4063 -0.1080 -0.2069
H 1.9099 0.6538 0.0028
H 0.6990 -0.0686 -0.7257
O 1.4339 -0.2433 -0.0483
H -1.2866 0.5664 0.4962